No. 1
C6H8LaLiO6 as an isolated structure in a non-equilibrium geometry, computed with ωB97M-V/def2-TZVPD.

Summary:
net charge = +2
energy relative to the best compared isomer or geometry (same formula, charge and spin) = 448.9 kJ/mol
HOMO-LUMO gap = 3.8173 eV
E_HOMO = -13.5 eV
F_max = 4.65 eV Å⁻¹

Atoms and positions in Å:
O  -1.539269  -0.657356  -2.482830
C  -1.311304  -0.977563  -1.237923
C  -0.321246  -0.504346  -3.245000
O  -2.222582  -1.146077  -0.420511
O  -0.053559  -1.069920  -0.950028
C  0.624363  0.232447  -2.296609
H  -0.567761  0.108162  -4.116586
H  0.093490  -1.486837  -3.493810
H  0.328994  1.284593  -2.399111
H  1.630422  0.069275  -2.701087
O  1.224292  1.141087  1.428084
C  0.967427  1.758833  0.207378
C  0.265090  1.271193  2.476460
O  1.575143  1.103875  -0.688119
O  -0.131270  -1.062176  2.045260
C  0.036695  -0.117837  3.057457
H  -0.664981  1.673650  2.049129
H  0.639894  1.961357  3.245676
H  -0.824730  -0.070061  3.745801
H  0.919626  -0.430095  3.643122
Li  1.186524  -0.739242  0.668976
La  -1.855260  -2.342964  1.464272

Atomic forces in eV per Å
O -1.48 -0.41 0.30
C 3.49 1.17 -2.84
C 0.15 -0.89 1.70
O -1.77 -0.97 1.36
O -0.37 0.37 0.64
C 0.00 1.39 -4.15
H 0.19 -0.05 0.17
H -0.46 0.11 -0.20
H 0.22 -0.33 1.22
H 0.02 0.03 1.22
O 0.33 -1.38 0.83
C -1.08 0.24 -1.11
C -0.05 0.68 -0.30
O 0.36 -0.95 1.21
O -2.20 -2.47 -1.44
C 1.02 1.16 1.58
H 0.21 0.01 0.10
H -0.18 -0.26 -0.12
H 0.11 -0.11 -0.10
H -0.37 0.18 -0.06
Li 0.49 1.01 -0.42
La 1.36 1.46 0.43

Results of the Mulliken charge analysis, in e, for atoms 1 through 4: -0.291 1.114 -0.404 -0.744

---

No. 2
The molecule C6H10, computed with ωB97M-V/def2-TZVPD.

Summary:
SMILES = C[C@@H]1C=CCC1
energy relative to the best compared isomer or geometry (same formula, charge and spin) = 11.6 kJ/mol
HOMO-LUMO gap = 10.2858 eV
E_HOMO = -9.1 eV
F_max = 0.18 eV Å⁻¹

Atoms and positions in Å:
C  1.735770  -0.349806  0.494556
C  0.666183  0.253038  -0.422659
C  -0.462477  -0.747769  -0.791399
C  -1.720151  -0.309543  -0.001580
C  -1.356771  1.064422  0.504930
C  -0.085609  1.371840  0.262249
H  2.448546  0.408250  0.831527
H  2.297660  -1.132716  -0.023042
H  1.278842  -0.792298  1.385118
H  1.167070  0.618437  -1.329783
H  -0.659477  -0.707876  -1.867811
H  -0.175594  -1.778982  -0.556699
H  -1.938077  -0.987773  0.834438
H  -2.618710  -0.296513  -0.630554
H  -2.064445  1.701793  1.029225
H  0.405059  2.295798  0.561649

Atomic forces in eV per Å
C 0.01 -0.04 0.00
C 0.02 0.00 -0.02
C 0.03 -0.06 -0.05
C -0.02 -0.04 0.00
C 0.14 0.06 -0.02
C -0.13 -0.03 0.04
H -0.05 -0.03 -0.05
H -0.05 0.05 0.04
H -0.01 0.04 -0.06
H -0.09 -0.03 0.13
H 0.00 0.01 0.17
H -0.02 0.16 -0.05
H 0.02 0.11 -0.10
H 0.14 0.01 0.10
H 0.12 -0.08 -0.08
H -0.11 -0.13 -0.04

Results of the natural (NBO) charge analysis, in e, for atoms 1 through 4: -0.599 -0.256 -0.395 -0.442

---

No. 3
The molecule C21H25N3O5S in a non-equilibrium geometry, computed with ωB97M-V/def2-TZVPD.

Summary:
SMILES = CCCN(CCC)S(=O)(=O)c1cc(CN2C(=O)c3cccnc3C2=O)ccc1OC
energy relative to the best compared isomer or geometry (same formula, charge and spin) = 252.3 kJ/mol
HOMO-LUMO gap = 8.3461 eV
E_HOMO = -8.9 eV
F_max = 1.07 eV Å⁻¹

Atoms and positions in Å:
C  -5.720458  -0.455215  0.040609
C  -4.723048  -0.018801  -1.026549
H  -4.196284  0.874146  -0.693805
C  -3.680621  -1.079518  -1.397971
N  -2.585992  -1.170427  -0.454506
S  -1.038488  -1.097819  -1.090318
O  -1.099805  -0.798224  -2.492252
O  -0.290608  -2.260820  -0.695881
C  -0.286803  0.308626  -0.264364
C  0.835737  0.112611  0.506912
C  1.480956  1.189757  1.104116
C  0.979563  2.464174  0.888928
C  -0.147858  2.669013  0.112608
C  -0.800284  1.588206  -0.478783
O  -1.910139  1.671388  -1.240766
C  -2.357586  2.946328  -1.649912
H  -2.726102  3.533723  -0.802122
H  -1.567530  3.500371  -2.163745
H  -3.175625  2.758933  -2.343084
H  -0.505797  3.675299  -0.034696
H  1.480537  3.315942  1.323207
C  2.740116  0.959586  1.897323
N  3.782959  0.442547  1.031953
C  4.186762  -0.885022  1.035951
O  3.790018  -1.725806  1.799199
C  5.188959  -0.987178  -0.051806
C  5.940794  -2.045201  -0.524486
C  6.801202  -1.765561  -1.581814
C  6.862961  -0.474052  -2.092256
N  6.141990  0.543791  -1.638743
C  5.325971  0.274141  -0.643144
C  4.398972  1.215947  0.055028
O  4.191465  2.385084  -0.121435
H  7.526522  -0.234161  -2.911785
H  7.418438  -2.541883  -2.005862
H  5.859055  -3.031636  -0.094007
H  2.582198  0.208789  2.676585
H  3.089426  1.894993  2.341624
H  1.202646  -0.896606  0.621609
C  -2.712518  -2.102912  0.651292
H  -3.773833  -2.246225  0.854560
C  -2.004847  -1.584334  1.902276
C  -2.543109  -0.235028  2.360977
H  -3.569951  -0.328347  2.708621
H  -1.940658  0.157492  3.176828
H  -2.517468  0.474430  1.538245
H  -0.940478  -1.504079  1.686332
H  -2.130892  -2.322887  2.696841
H  -2.272756  -3.069257  0.373277
H  -3.221919  -0.800038  -2.347555
H  -4.164732  -2.056519  -1.523578
H  -5.273155  0.230855  -1.936490
H  -6.498248  0.297576  0.153680
H  -5.234147  -0.582641  1.002774
H  -6.195491  -1.393538  -0.239645

Atomic forces in eV per Å
C 0.11 0.16 -0.16
C -0.02 -0.31 0.07
H 0.03 0.08 -0.09
C -0.28 0.51 -0.57
N 0.97 0.01 -0.40
S 0.19 0.20 -0.11
O -0.20 0.15 0.14
O -0.12 0.10 0.32
C -0.38 -0.49 -0.41
C 0.03 0.06 0.06
C -0.10 0.10 0.01
C 0.04 -0.28 0.06
C -0.32 -0.01 -0.22
C 0.10 0.20 0.14
O 0.12 -0.04 0.07
C -0.10 0.19 -0.03
H 0.03 -0.04 -0.04
H -0.01 -0.04 0.03
H 0.04 0.06 0.05
H -0.08 0.07 -0.04
H 0.08 0.09 0.04
C -0.08 0.04 -0.02
N -0.17 0.07 0.33
C 0.07 0.01 0.12
O -0.02 -0.15 -0.04
C 0.32 0.34 -0.51
C -0.06 0.20 0.00
C -0.13 -0.04 0.16
C 0.12 -0.17 -0.07
N -0.26 0.61 0.07
C 0.27 -1.04 0.03
C -0.07 0.29 0.07
O 0.05 -0.03 -0.04
H 0.09 -0.09 -0.07
H 0.06 -0.04 -0.05
H -0.01 -0.08 0.03
H 0.08 0.15 -0.06
H -0.05 -0.12 0.01
H 0.08 -0.14 0.07
C 0.35 -0.44 0.64
H 0.02 0.06 -0.09
C -0.30 0.04 0.00
C 0.13 -0.22 0.01
H -0.13 0.06 0.05
H 0.01 0.10 0.08
H -0.04 0.17 -0.04
H 0.04 -0.12 0.14
H 0.11 -0.05 -0.02
H -0.23 0.03 0.07
H -0.29 -0.12 -0.01
H 0.09 0.00 -0.01
H 0.01 0.05 -0.05
H -0.09 0.01 0.09
H -0.01 -0.04 0.16
H -0.08 -0.12 0.03

Results of the natural (NBO) charge analysis, in e, for atoms 1 through 4: -0.610 -0.404 0.210 -0.222

---

No. 4
C7H9NO4Ti as an isolated structure in a non-equilibrium geometry, computed with ωB97M-V/def2-TZVPD.

Summary:
spin multiplicity = 3
net charge = +2
HOMO-LUMO gap (alpha / beta) = 6.5850 / 6.7490 eV
⟨S²⟩ = 2.02
E_HOMO (alpha / beta) = -17.5 / -17.5 eV
F_max = 16.58 eV Å⁻¹

Atoms and positions in Å:
O  1.752814  -4.984139  3.042745
C  1.494688  -4.166570  2.299961
Ti  1.100829  -1.763057  -1.190724
C  0.486398  -3.199727  -2.402176
C  3.010276  -1.619259  -1.570367
O  0.313835  -4.260832  -2.895968
O  4.322252  -1.806359  -1.700746
C  -1.403522  2.712607  0.860185
N  -0.949666  1.688420  -0.071662
C  -1.579392  1.721226  -1.438696
C  -0.260073  0.565856  0.250686
C  0.277410  0.389303  1.621752
O  -0.126439  -0.226577  -0.740913
H  -2.068974  3.378074  0.314732
H  -0.521218  3.249251  1.264537
H  -1.930387  2.176827  1.688662
H  -0.777741  1.788424  -2.251595
H  -2.180620  0.769520  -1.610473
H  -2.237682  2.596408  -1.503268
H  -0.003890  -0.586458  2.044408
H  1.357400  0.446718  1.644812
H  -0.076299  1.130344  2.344107

Atomic forces in eV per Å
O -0.49 1.49 -1.30
C 0.48 -1.38 1.12
Ti -2.88 3.24 3.41
C -1.75 -9.07 -5.02
C 16.34 -1.98 -2.04
O 0.86 6.61 2.87
O -13.57 2.12 1.32
C 0.48 -0.46 1.37
N 0.27 -2.41 -0.84
C 0.53 -0.78 -0.84
C -2.08 4.38 -0.33
C -0.20 -0.60 0.63
O 2.04 -2.92 -0.58
H 0.13 0.01 0.40
H -0.70 -0.08 -0.21
H 0.18 0.88 -0.56
H -1.10 -0.04 1.19
H 0.74 1.30 0.26
H 0.33 -0.41 0.02
H 0.00 0.09 -0.28
H 0.43 0.03 -0.20
H -0.04 -0.03 -0.41

Results of the natural (NBO) charge analysis, in e, for atoms 1 through 4: -0.413 0.428 1.472 0.386

---

Question: Which of these has the highest F_max?
Answer: C7H9NO4Ti

---

Question: F_max of number 2 (C6H10)?
Answer: 0.18 eV Å⁻¹

---

Question: What is the F_max in the first record?
Answer: 4.65 eV Å⁻¹

---

Question: Which of these has the highest F_max?
Answer: C7H9NO4Ti